[1]
{"formula": "C19H13N4O5SbSe4V", "method": "wB97M-V/def2-TZVPD", "species": ["V", "O", "C", "O", "C", "C", "C", "C", "C", "N", "C", "O", "O", "H", "H", "H", "O", "C", "N", "C", "C", "C", "C", "C", "C", "N", "C", "C", "C", "C", "C", "N", "H", "H", "H", "H", "H", "H", "H", "H", "H", "H", "Se", "Sb", "Se", "Se", "Se"], "xyz": [[-0.5865, -0.1918, -0.1352], [-3.3440, 0.1237, 1.8038], [-2.6932, 0.0110, 0.7653], [-2.1272, -1.0787, 0.3361], [-2.6565, 1.0761, -0.2722], [-3.4312, 2.2307, -0.2944], [-3.2472, 3.0897, -1.3637], [-2.2181, 2.8483, -2.2811], [-1.4575, 1.7039, -2.1455], [-1.7787, 0.7847, -1.2284], [-0.0615, 1.4370, -2.7001], [0.3605, 2.0720, -3.6638], [0.5621, 0.5829, -1.9786], [-4.1197, 2.4182, 0.5163], [-3.8635, 3.9769, -1.4494], [-1.9595, 3.5508, -3.0611], [-0.7838, -0.0905, 3.4057], [-0.4951, 0.0604, 2.2116], [0.1897, -0.7742, 1.4406], [0.8005, -1.9539, 1.9848], [2.1605, -2.2118, 1.3400], [2.7366, -3.4746, 1.3668], [3.9023, -3.6917, 0.6489], [4.4615, -2.6381, -0.0542], [3.8365, -1.4039, 0.0072], [2.7266, -1.1840, 0.7016], [-0.7089, 1.3426, 1.5005], [-1.4305, 2.3844, 2.1126], [-1.2825, 3.6456, 1.6096], [-0.3732, 3.8569, 0.5458], [0.2775, 2.7861, -0.0073], [0.1120, 1.5286, 0.4428], [0.1391, -2.8173, 1.8163], [0.9375, -1.8315, 3.0641], [2.2410, -4.2894, 1.8766], [4.3163, -4.6888, 0.5829], [5.3303, -2.7925, -0.6767], [4.2048, -0.5538, -0.5577], [-2.0888, 2.1283, 2.9289], [-1.8216, 4.4808, 2.0407], [-0.1930, 4.8462, 0.1477], [0.9681, 2.9043, -0.8337], [-1.3440, -4.4822, -3.9143], [0.4683, -3.8316, -2.3890], [0.8796, -6.0151, -1.3093], [2.4942, -4.0224, -3.7546], [-0.0400, -1.8524, -1.1268]], "atomic_forces_ev_per_a": [[2.30, 2.94, -0.71], [0.09, 0.24, -0.40], [-3.21, -0.41, 0.77], [-1.41, -0.41, 0.35], [-1.18, -0.29, -0.37], [0.08, 0.35, -0.29], [-0.12, -0.23, 0.25], [0.12, -0.27, -0.26], [-0.02, 0.02, -0.14], [-1.74, 2.27, -0.61], [0.49, -0.35, -0.03], [-0.22, 0.14, -0.01], [-0.50, 0.94, -0.18], [-0.04, -0.01, -0.03], [0.06, 0.04, -0.03], [0.01, 0.01, 0.00], [-0.39, 0.06, -0.17], [1.40, 0.20, 2.67], [0.84, -0.17, 1.50], [0.10, -0.07, -0.06], [-0.29, 0.36, -0.16], [0.04, -0.07, -0.13], [-0.20, 0.01, 0.06], [0.06, -0.11, -0.08], [-0.06, -0.01, 0.12], [-0.08, -0.14, 0.08], [0.73, 0.38, 1.20], [-0.22, 0.54, -0.08], [0.07, -0.25, 0.24], [0.17, -0.20, -0.19], [0.07, 0.50, -0.25], [0.34, 1.02, 0.88], [0.21, 0.03, 0.08], [-0.17, 0.04, 0.00], [-0.06, -0.04, -0.02], [0.07, -0.01, 0.03], [0.05, 0.05, -0.06], [0.11, -0.02, 0.03], [0.04, 0.00, 0.04], [0.01, 0.01, 0.01], [0.02, 0.02, 0.02], [-0.04, -0.02, -0.01], [-0.06, 0.65, 0.37], [-0.72, -1.95, -1.85], [0.57, 0.13, 0.45], [0.28, 0.15, 0.62], [2.39, -6.08, -3.68]], "homo_energy_ev": [-1.752, -1.792], "total_charge": -2, "s2": 0.7697, "spin_multiplicity": 2, "de_lowest_kj_mol": 656.4}

***

[2]
{"formula": "C31H30CrN5O6S3", "method": "wB97M-V/def2-TZVPD", "species": ["Cr", "N", "C", "O", "C", "C", "H", "H", "H", "H", "H", "H", "O", "S", "O", "N", "C", "C", "C", "C", "C", "C", "C", "C", "N", "C", "C", "C", "C", "C", "C", "C", "H", "H", "H", "H", "H", "H", "H", "H", "H", "H", "H", "N", "C", "S", "C", "C", "C", "N", "C", "C", "H", "H", "H", "H", "H", "H", "C", "C", "C", "C", "C", "C", "C", "S", "O", "O", "O", "H", "H", "H", "H", "H", "H", "H"], "xyz": [[0.1683, -0.5271, 0.1654], [-0.3387, -2.4542, 4.7338], [0.7669, -1.7688, 4.2992], [1.8686, -1.9392, 4.7554], [0.3768, -0.7183, 3.2665], [1.1583, -0.9040, 1.9716], [-0.1306, -3.1687, 5.3917], [-1.1094, -2.5988, 4.0597], [0.5212, 0.2962, 3.6884], [-0.7128, -0.8521, 3.1247], [1.3623, -2.0254, 1.8997], [2.0752, -0.3755, 1.8932], [-2.2758, -4.2122, 0.6083], [-2.0340, -2.8156, 0.8572], [-2.2458, -2.3114, 2.1950], [-0.5840, -2.4256, 0.2343], [0.4141, -3.3681, 0.0195], [0.5034, -4.6952, 0.4343], [1.5408, -5.5731, 0.0031], [2.5258, -5.1086, -0.8231], [2.5938, -3.7214, -1.1815], [3.5969, -3.1646, -1.9922], [3.5456, -1.8416, -2.3125], [2.5219, -1.0441, -1.7318], [1.5784, -1.5713, -1.0209], [1.5521, -2.8768, -0.7337], [-3.2620, -1.9947, -0.1652], [-4.1908, -1.1735, 0.4390], [-5.2711, -0.6790, -0.3048], [-5.4136, -0.9501, -1.6560], [-4.4956, -1.8178, -2.2406], [-3.4128, -2.3046, -1.5109], [-0.2559, -5.1492, 1.0656], [1.5412, -6.6224, 0.2968], [3.3165, -5.7203, -1.2406], [4.3379, -3.8351, -2.3732], [4.2193, -1.4066, -2.9963], [2.4197, 0.0044, -1.9296], [-4.0880, -0.9871, 1.4982], [-5.9828, -0.0411, 0.2165], [-6.1817, -0.4865, -2.2388], [-4.5604, -2.0430, -3.3229], [-2.5949, -2.8723, -1.9360], [-4.7238, 3.3858, -1.9943], [-4.7961, 2.9620, -0.6583], [-6.1579, 3.3148, 0.2809], [-3.6848, 2.1820, -0.2890], [-2.8730, 1.5082, -1.2681], [-1.8898, 0.7065, -0.8473], [-1.5380, 0.4765, 0.4430], [-2.2057, 1.1754, 1.3782], [-3.2778, 1.9499, 1.0590], [-5.4513, 4.0397, -2.2590], [-3.8184, 3.6756, -2.2969], [-3.0254, 1.5442, -2.3223], [-1.4066, 0.0192, -1.5760], [-1.8991, 1.0516, 2.4020], [-3.8680, 2.3964, 1.8340], [6.1234, 5.1162, -1.3854], [4.8548, 4.5252, -0.9090], [4.8514, 3.2125, -0.4163], [3.6674, 2.6139, -0.0530], [2.4540, 3.3051, -0.1262], [2.4873, 4.6096, -0.6251], [3.6691, 5.2374, -1.0233], [0.9990, 2.4782, 0.4284], [-0.1201, 3.2980, 0.0887], [1.1847, 2.1584, 1.8293], [1.0259, 1.2243, -0.3903], [6.9128, 5.1334, -0.6270], [5.9228, 6.1522, -1.6760], [6.4980, 4.6808, -2.3039], [5.7810, 2.6795, -0.3247], [3.7143, 1.6164, 0.2949], [1.5242, 5.1274, -0.6942], [3.7014, 6.2882, -1.3790]], "atomic_forces_ev_per_a": [[0.49, 0.27, 0.47], [-0.49, -0.02, -0.80], [-1.25, 0.84, -0.29], [0.83, -0.14, 0.31], [-0.20, 0.52, -0.09], [-1.03, -2.06, -0.54], [-0.04, -0.71, 0.34], [0.63, 0.17, 0.74], [0.07, -0.51, -0.16], [0.58, 0.28, -0.23], [0.05, 1.34, -0.14], [0.84, 0.62, 0.20], [0.05, -0.45, 0.33], [-0.69, 0.01, -0.93], [0.45, -0.10, -0.06], [-0.23, 0.22, 0.23], [0.59, -0.81, -0.17], [-0.26, -0.39, 0.14], [0.12, 0.83, -0.43], [0.61, 0.58, -0.33], [-1.05, -0.83, 0.75], [-0.60, -0.01, 0.15], [-0.90, 0.19, 0.77], [0.89, -0.48, -1.23], [-0.87, 0.82, 1.05], [-0.08, -1.14, 0.09], [-0.18, 0.28, 0.04], [-0.59, -0.34, 0.01], [0.06, 0.37, 0.69], [0.71, -0.58, 0.61], [0.66, 0.04, -0.91], [0.43, -0.03, 0.07], [0.04, 0.40, -0.19], [-0.15, 0.32, 0.02], [-0.07, -0.32, 0.23], [0.49, -0.14, -0.27], [0.79, 0.49, -0.51], [0.21, 0.46, 0.02], [-0.15, 0.22, -0.03], [0.12, 0.04, -0.23], [-0.42, 0.07, -0.15], [0.04, 0.10, 0.78], [-0.30, -0.28, -0.44], [-1.10, 0.10, 0.08], [-0.10, 0.27, -0.53], [0.33, -0.06, -0.09], [0.60, -0.52, 0.20], [-0.30, 0.65, 0.38], [0.66, -1.48, -0.07], [0.26, 0.09, 0.00], [-0.50, 0.03, -0.03], [-0.42, 0.09, -0.12], [0.12, -0.17, 0.21], [0.53, 0.12, -0.15], [-0.45, 0.18, -0.47], [-0.04, 0.60, 0.17], [0.14, -0.06, 0.18], [-0.07, 0.26, 0.33], [0.43, 1.34, -0.18], [-0.01, -0.56, -0.09], [-0.50, 0.77, -0.26], [-0.07, 0.55, -0.01], [1.37, 0.45, -0.51], [-1.26, 0.11, 0.19], [-0.02, -0.19, 0.31], [-0.20, -0.04, 0.81], [-0.34, 0.59, -0.20], [0.11, 0.27, -0.38], [0.30, -0.82, -0.31], [-0.07, -0.16, -0.14], [0.18, 0.08, 0.20], [0.15, -0.54, -0.04], [0.23, -0.17, -0.03], [-0.24, -0.92, 0.43], [0.38, -0.10, 0.03], [-0.24, -0.89, 0.20]], "homo_energy_ev": [-2.855, -4.989], "total_charge": -1, "s2": 6.1402, "spin_multiplicity": 5}

***

[3]
{"formula": "C31H23Cl3F5N3O3Tl", "method": "wB97M-V/def2-TZVPD", "species": ["Tl", "C", "C", "C", "C", "C", "C", "C", "C", "N", "C", "O", "C", "C", "C", "C", "C", "N", "C", "O", "N", "C", "C", "C", "C", "C", "C", "C", "C", "H", "H", "H", "H", "H", "H", "H", "H", "H", "H", "H", "H", "H", "H", "H", "H", "H", "H", "H", "H", "H", "Cl", "C", "C", "C", "Cl", "C", "O", "C", "Cl", "C", "H", "H", "F", "C", "F", "C", "F", "F", "F"], "xyz": [[0.5744, -0.2723, -0.2719], [-0.0218, 0.4267, -3.6982], [-0.1129, 1.8802, -3.3326], [-0.9607, 2.7330, -4.0299], [-1.0927, 4.0644, -3.6642], [-0.3687, 4.5473, -2.5852], [0.4887, 3.7203, -1.8659], [1.2246, 4.2539, -0.6684], [0.6212, 2.3795, -2.2545], [1.4094, 1.4927, -1.4782], [2.7405, 1.7043, -1.4417], [3.3936, 2.4793, -2.1389], [3.4860, 0.9000, -0.3904], [4.8604, 0.7599, -0.3244], [5.3746, -0.0181, 0.7095], [4.5322, -0.6255, 1.6378], [3.1712, -0.4318, 1.4900], [2.7151, 0.3285, 0.5122], [2.1018, -1.0464, 2.3818], [2.4623, -1.5638, 3.4406], [0.8612, -0.9135, 1.8996], [-0.2499, -1.3711, 2.6579], [-0.5644, -2.7302, 2.7159], [0.2954, -3.7363, 2.0072], [-1.7127, -3.1225, 3.3946], [-2.5449, -2.1904, 3.9967], [-2.2196, -0.8444, 3.9327], [-1.0695, -0.4215, 3.2732], [-0.6937, 1.0368, 3.2645], [-0.4559, 0.2472, -4.6826], [-0.5789, -0.2004, -2.9905], [1.0089, 0.0747, -3.6981], [-1.5298, 2.3392, -4.8650], [-1.7620, 4.7180, -4.2101], [-0.4761, 5.5832, -2.2798], [0.8095, 5.2150, -0.3638], [2.2863, 4.3792, -0.8876], [1.1530, 3.5630, 0.1760], [5.4823, 1.2425, -1.0649], [6.4456, -0.1621, 0.7871], [4.8961, -1.2385, 2.4498], [0.3590, -3.5078, 0.9415], [-0.1203, -4.7387, 2.1150], [1.3128, -3.7300, 2.4044], [-1.9678, -4.1764, 3.4269], [-3.4484, -2.5103, 4.5018], [-2.8631, -0.1049, 4.3987], [-1.5324, 1.6534, 3.5913], [-0.3846, 1.3824, 2.2783], [0.1511, 1.2199, 3.9344], [-6.9739, 0.4080, 0.0935], [-5.2969, -0.0882, 0.0098], [-4.3047, 0.8623, -0.1084], [-2.9891, 0.4403, -0.1661], [-1.7392, 1.6410, -0.3393], [-2.5813, -0.9052, -0.1172], [-1.3569, -1.3184, -0.1487], [-3.6532, -1.8244, -0.0079], [-3.2649, -3.5169, 0.0567], [-4.9750, -1.4356, 0.0580], [-4.5433, 1.9158, -0.1558], [-5.7501, -2.1836, 0.1496], [2.6274, -1.3027, -2.2426], [1.6778, -1.9046, -1.4529], [2.3793, -2.6221, -0.5120], [0.9743, -2.9596, -2.3480], [0.8367, -2.5102, -3.6022], [-0.2323, -3.2613, -1.8825], [1.6792, -4.1023, -2.4169]], "atomic_forces_ev_per_a": [[0.23, -0.27, -0.18], [-0.01, 0.02, -0.04], [-0.05, -0.05, -0.06], [-0.01, 0.04, 0.01], [0.05, -0.08, 0.01], [0.03, -0.02, 0.03], [-0.01, 0.04, 0.01], [-0.02, -0.03, -0.02], [0.01, -0.04, 0.10], [0.01, 0.20, 0.07], [0.14, -0.03, -0.01], [-0.12, 0.00, 0.00], [-0.18, 0.09, -0.03], [0.07, 0.00, 0.06], [-0.02, 0.00, 0.01], [0.10, 0.06, -0.01], [-0.13, 0.02, -0.01], [-0.06, -0.09, 0.00], [0.09, 0.04, 0.12], [-0.10, -0.03, -0.06], [-0.08, -0.01, 0.04], [0.10, 0.08, 0.02], [-0.07, -0.07, -0.07], [0.02, 0.02, 0.03], [0.01, 0.00, 0.00], [0.05, 0.04, -0.05], [-0.01, -0.03, 0.00], [0.00, 0.09, 0.07], [0.01, -0.01, 0.02], [0.01, 0.00, 0.02], [0.00, 0.04, 0.01], [-0.01, 0.03, 0.00], [0.01, 0.01, 0.01], [0.01, -0.01, 0.00], [0.00, -0.03, -0.01], [0.02, 0.00, 0.00], [0.00, 0.00, -0.02], [-0.01, 0.00, -0.01], [0.01, -0.02, 0.02], [-0.01, 0.01, 0.00], [0.02, 0.00, -0.02], [-0.04, 0.02, 0.01], [0.01, 0.01, 0.01], [-0.02, 0.01, 0.00], [0.01, 0.02, -0.01], [0.01, 0.00, 0.00], [0.02, -0.03, -0.01], [0.01, -0.02, 0.02], [-0.02, -0.03, -0.05], [-0.01, -0.02, -0.01], [0.13, -0.04, -0.01], [-0.06, -0.02, -0.01], [-0.01, 0.03, 0.01], [0.10, 0.08, -0.01], [-0.10, 0.13, 0.02], [-0.08, -0.12, 0.17], [-0.19, 0.16, -0.17], [0.04, -0.06, 0.03], [-0.03, 0.11, -0.02], [-0.06, -0.05, 0.01], [0.02, -0.02, 0.00], [0.01, 0.01, 0.00], [0.12, -0.11, -0.05], [-0.10, -0.14, -0.14], [0.03, -0.04, 0.02], [0.31, 0.19, 0.16], [-0.10, 0.08, -0.07], [-0.15, -0.10, 0.10], [0.06, -0.07, -0.05]], "homo_energy_ev": -5.642, "total_charge": -1, "spin_multiplicity": 1, "de_lowest_kj_mol": 41.6}

***

[4]
{"formula": "C4H7NO", "method": "wB97M-V/def2-TZVPD", "species": ["C", "C", "C", "O", "C", "N", "H", "H", "H", "H", "H", "H", "H"], "xyz": [[-0.6685, 0.2733, -1.1694], [0.1998, 0.1488, 0.1100], [-0.4960, -0.3744, 1.3709], [0.8022, 1.3641, 0.5168], [1.2264, -0.8203, -0.3667], [1.9228, -1.5346, -0.9525], [-1.5335, 0.9383, -1.1049], [-0.0219, 0.6283, -1.9799], [-1.0124, -0.7256, -1.4574], [0.2518, -0.5142, 2.1598], [-1.0093, -1.3236, 1.1998], [-1.2138, 0.3697, 1.7289], [1.5524, 1.5701, -0.0553]], "atomic_forces_ev_per_a": [[-0.04, 0.04, -0.01], [-0.13, -0.29, -0.05], [-0.07, -0.04, -0.05], [0.16, 0.11, -0.25], [0.69, -0.66, -0.50], [-0.44, 0.59, 0.77], [0.19, -0.01, 0.40], [-0.15, 0.00, 0.12], [-0.02, 0.17, 0.07], [-0.13, 0.01, -0.22], [0.05, 0.13, -0.07], [0.07, -0.08, -0.19], [-0.17, 0.02, -0.02]], "homo_energy_ev": -11.212, "total_charge": 0, "spin_multiplicity": 1, "de_lowest_kj_mol": 108.5}

***

no.,energy (Eh)
1,-12117.093264
2,-4163.712351
3,-3637.656069
4,-286.590317